No. 1
The following is a DFT calculation (ωB97M-V/def2-TZVPD) of a cluster of 11 separate species, C37H86F6O15P in total in a non-equilibrium geometry.

Geometry as XYZ:
```
145
Properties=species:S:1:pos:R:3
P 0.60487 0.26315 0.59673
F 2.20667 0.64240 0.63518
F 0.79972 -0.91309 1.70200
F 0.36165 1.33899 1.81910
F -1.04928 0.12220 0.57389
F 0.46799 1.47410 -0.49912
F 0.87764 -0.73179 -0.64074
C 2.91452 0.99102 5.76293
C 2.01732 0.58766 4.64099
C 1.42852 -0.77841 5.07041
O 2.39622 -1.30421 5.96351
C 3.43386 -0.37247 6.19396
H 2.32809 1.48559 6.53727
H 3.65529 1.73680 5.47454
H 2.52410 0.44785 3.68616
H 1.20379 1.29847 4.49601
H 1.30417 -1.47495 4.24126
H 0.48269 -0.66229 5.59957
H 4.27869 -0.71680 5.59747
H 3.74216 -0.32315 7.23830
C 4.47340 -3.16633 3.26678
C 5.46335 -4.29949 3.00862
C 4.81827 -5.05391 1.86298
O 4.31106 -3.99347 1.02608
C 3.87704 -2.86882 1.84028
H 4.87573 -2.27124 3.74116
H 3.69627 -3.65251 3.85652
H 5.84586 -4.94717 3.79749
H 6.35755 -3.73465 2.74509
H 4.01754 -5.69077 2.23893
H 5.55078 -5.66980 1.34126
H 2.78973 -2.79348 1.85331
H 4.27287 -1.94927 1.40918
C -3.30339 -4.75274 1.46859
C -2.32230 -3.89332 0.71597
C -2.43722 -2.50639 1.32844
O -3.62464 -2.52323 2.12701
C -4.36548 -3.72109 1.87712
H -2.80872 -5.09645 2.37703
H -3.73240 -5.59969 0.93314
H -2.68258 -3.82646 -0.31060
H -1.28628 -4.21752 0.81413
H -2.48143 -1.81540 0.48661
H -1.55456 -2.25156 1.91502
H -5.06578 -3.38903 1.11069
H -4.90052 -4.00769 2.78249
C 0.05288 -5.04594 -1.99395
C 1.13434 -4.21629 -1.30745
C 2.01876 -5.28131 -0.67103
O 1.73004 -6.46481 -1.42062
C 0.86953 -6.26210 -2.52868
H -0.42369 -4.52257 -2.82284
H -0.71483 -5.46434 -1.34306
H 0.59184 -3.62106 -0.57294
H 1.63813 -3.47665 -1.92972
H 1.73734 -5.27084 0.38197
H 3.10095 -5.15616 -0.70673
H 0.17236 -7.06245 -2.77668
H 1.42676 -6.07615 -3.44684
C -0.12338 2.28152 -3.56145
O -1.19861 1.82065 -4.37954
H 0.24215 3.21574 -3.98775
H -0.40632 2.43760 -2.52046
H 0.79548 1.70220 -3.65201
H -0.72723 1.71406 -5.20903
C -2.41639 1.86384 3.15836
O -3.12195 2.64542 4.12182
C -4.33808 3.26185 3.63326
C -4.75429 4.48184 4.51482
O -5.28002 4.18246 5.79331
C -4.43597 3.62982 6.70968
H -3.06123 1.10201 2.72029
H -1.54738 1.29656 3.49167
H -2.03392 2.41823 2.30136
H -5.13452 2.51770 3.62752
H -4.22323 3.51931 2.58034
H -5.60123 5.00478 4.07062
H -3.93291 5.19185 4.61139
H -3.42162 4.01676 6.80700
H -4.33651 2.57707 6.44524
H -4.92170 3.67518 7.68441
C 2.11676 -0.93931 -4.28073
O 3.29388 -0.28953 -3.89396
C 3.30637 0.15262 -2.50629
C 3.79137 -0.98476 -1.61268
O 5.12100 -1.37098 -2.10198
C 5.75870 -2.41370 -1.34468
H 2.11063 -1.91615 -3.79714
H 2.10528 -1.01949 -5.36771
H 1.23082 -0.40677 -3.93487
H 2.34433 0.61839 -2.29264
H 4.01087 0.97480 -2.38061
H 3.01703 -1.74766 -1.53226
H 3.96083 -0.66074 -0.58585
H 5.87386 -2.16106 -0.29065
H 6.71499 -2.62200 -1.82451
H 5.14456 -3.31060 -1.42517
C -1.11693 -2.38653 -5.93169
O -1.46250 -1.38944 -4.98603
C -1.31752 -1.87660 -3.66875
C -1.64480 -0.76535 -2.63353
O -2.89619 -0.07553 -2.84214
C -3.97930 -0.86431 -2.33692
H -1.72028 -3.26621 -5.70757
H -0.06600 -2.67240 -5.97576
H -1.32673 -1.98579 -6.92340
H -0.30629 -2.22057 -3.45146
H -1.96170 -2.71840 -3.41477
H -0.79739 -0.08517 -2.54777
H -1.63391 -1.24249 -1.65357
H -3.91988 -0.92618 -1.25030
H -4.10344 -1.79717 -2.88688
H -4.91682 -0.34174 -2.52682
C -2.59794 2.76465 -0.85355
O -2.86114 2.98782 -2.23684
C -3.00444 4.38282 -2.54918
C -2.94638 4.57990 -4.04509
O -3.56247 3.50856 -4.74132
C -4.45140 3.90455 -5.83799
H -1.80638 3.39061 -0.44159
H -2.28082 1.73394 -0.69493
H -3.45638 3.02454 -0.23418
H -2.21588 5.01581 -2.14223
H -3.94459 4.78296 -2.16955
H -1.91624 4.77021 -4.34626
H -3.47963 5.51545 -4.21387
H -3.92338 4.19301 -6.74689
H -5.23783 4.60107 -5.54735
H -4.98254 2.98949 -6.10003
C 0.96520 6.22473 -2.51532
O 0.68674 5.62007 -1.25689
C 1.64802 4.60500 -0.97829
C 1.50221 4.04599 0.45880
O 1.56558 5.09568 1.40000
C 1.13060 4.55569 2.67396
H 0.29861 7.08260 -2.60363
H 0.79131 5.58878 -3.38334
H 2.00777 6.53876 -2.56559
H 2.65793 5.00509 -1.06832
H 1.63011 3.89494 -1.80509
H 2.29822 3.34469 0.70909
H 0.51720 3.59535 0.58038
H 0.07486 4.28468 2.66619
H 1.36796 5.35829 3.37223
H 1.67511 3.66977 3.00073
```

The highest occupied orbital energy is -7.0 eV. Its net charge is -1. As for the LUMO energy: 2.4 eV. The maximum force is 2.37 eV/Å. As for the HOMO-LUMO gap: 9.4 eV.

=====

No. 2
The following is a DFT calculation (ωB97M-V/def2-TZVPD) of a cluster of 9 separate species, C37H88O11 in total in a non-equilibrium geometry.

Geometry as XYZ:
```
136
Properties=species:S:1:pos:R:3
C 3.34530 -1.29310 -1.57527
C 2.78624 -2.49127 -2.48639
C 1.20086 -2.47729 -2.68702
C 0.40132 -3.05225 -1.43083
O -0.55847 -2.02423 -1.08907
C -0.43453 -1.03431 -2.10582
O -1.24526 -0.16535 -2.46480
O 0.82626 -1.07279 -2.77644
H 2.56815 -0.82882 -0.87960
H 3.85360 -0.48085 -2.20591
H 4.15226 -1.74633 -0.88783
H 3.06295 -3.49547 -2.02139
H 3.28461 -2.38708 -3.52034
H 0.74166 -2.92368 -3.62863
H 1.22182 -3.26821 -0.65442
H 0.00339 -4.09996 -1.64213
C 7.12454 3.40830 -0.55044
C 7.01907 1.95940 -0.98942
O 5.90581 1.70210 -1.83754
C 5.86865 2.41704 -3.06476
C 7.06388 2.14837 -3.96226
H 6.21048 3.72093 -0.03829
H 7.96928 3.53839 0.13107
H 7.27170 4.08190 -1.39701
H 6.88446 1.33108 -0.10529
H 7.94474 1.62211 -1.46851
H 5.75206 3.48914 -2.87399
H 4.96026 2.09671 -3.58180
H 8.00147 2.46170 -3.49861
H 6.96102 2.68976 -4.90610
H 7.14730 1.07932 -4.17773
C -3.97634 -0.11962 -1.05970
C -4.39902 -1.48327 -0.54568
O -5.79544 -1.58860 -0.29064
C -6.65440 -1.37758 -1.40239
C -6.42686 -2.35639 -2.54105
H -4.26579 0.66313 -0.35252
H -2.89283 -0.08480 -1.19702
H -4.44176 0.11766 -2.01836
H -3.89693 -1.67389 0.40642
H -4.07895 -2.27953 -1.22710
H -6.57458 -0.34223 -1.75058
H -7.67559 -1.49910 -1.03231
H -5.42192 -2.27029 -2.95920
H -7.14067 -2.17470 -3.34845
H -6.54760 -3.38551 -2.19001
C -9.01052 -3.09639 1.15576
C -10.09275 -3.95951 1.77816
O -11.41272 -3.55178 1.43621
C -11.73880 -3.56756 0.05324
C -11.61698 -4.94044 -0.58488
H -9.14235 -2.04993 1.44346
H -8.02267 -3.42831 1.48565
H -9.03011 -3.14042 0.06535
H -10.02037 -3.88743 2.86658
H -9.94795 -5.01679 1.52952
H -11.13722 -2.82757 -0.48537
H -12.77675 -3.23376 -0.02343
H -10.59353 -5.31916 -0.54705
H -11.91966 -4.90102 -1.63431
H -12.25183 -5.66235 -0.06297
C 8.37972 3.04464 4.93381
C 9.00596 3.69746 3.71478
O 8.05251 4.23136 2.80319
C 7.19447 5.24398 3.30997
C 7.93270 6.47372 3.80893
H 7.69471 2.24756 4.63222
H 9.15457 2.61665 5.57535
H 7.80860 3.75780 5.53090
H 9.57277 2.94321 3.16263
H 9.72496 4.47117 4.00446
H 6.54291 4.83245 4.08825
H 6.53999 5.53617 2.48457
H 8.59505 6.24127 4.64528
H 7.22306 7.23338 4.14633
H 8.54967 6.89851 3.01205
C 1.89371 4.23750 2.20873
C 2.95694 3.19861 1.90030
O 2.42584 1.91788 1.58529
C 1.56824 1.85302 0.45364
C 2.23400 2.28847 -0.83966
H 1.26129 3.90446 3.03600
H 2.35966 5.18752 2.48436
H 1.24211 4.42156 1.35272
H 3.58550 3.06228 2.78418
H 3.62237 3.53873 1.09910
H 0.65391 2.42671 0.63891
H 1.26045 0.80817 0.35832
H 2.55182 3.33277 -0.80385
H 1.54356 2.17827 -1.68017
H 3.12395 1.68303 -1.03421
C -3.35705 0.98172 -4.76424
C -3.46481 -0.46451 -5.21037
O -4.58802 -0.72095 -6.04625
C -4.64076 0.00143 -7.26804
C -3.45460 -0.25786 -8.18030
H -4.26523 1.28938 -4.23852
H -2.50420 1.10860 -4.09351
H -3.22213 1.66125 -5.60807
H -3.58644 -1.09844 -4.32797
H -2.54426 -0.79628 -5.70301
H -4.75832 1.07199 -7.06916
H -5.55368 -0.31822 -7.77689
H -2.51290 0.05538 -7.72489
H -3.56938 0.28925 -9.11952
H -3.37042 -1.32525 -8.40349
C 15.39940 4.96694 2.94431
C 14.30616 4.11301 3.56096
O 12.99293 4.52229 3.19918
C 12.68470 4.49514 1.81212
C 12.80979 3.11606 1.18860
H 15.26781 6.01631 3.22122
H 16.38171 4.63396 3.28990
H 15.39356 4.91332 1.85420
H 14.36508 4.19446 4.64926
H 14.45015 3.05337 3.32358
H 13.29587 5.22795 1.27459
H 11.64886 4.83136 1.71813
H 13.83124 2.73395 1.24343
H 12.52101 3.14661 0.13497
H 12.16551 2.40159 1.70898
C -12.99080 -8.17807 5.66826
C -12.28578 -8.02695 4.33228
O -13.15068 -7.63458 3.27446
C -13.81651 -6.38869 3.43522
C -12.87236 -5.20772 3.57670
H -13.80584 -8.90272 5.59145
H -12.28770 -8.52124 6.43206
H -13.42217 -7.23600 6.01114
H -11.86457 -8.99327 4.04317
H -11.44135 -7.33306 4.40653
H -14.51424 -6.43945 4.27829
H -14.42726 -6.24680 2.53990
H -12.24356 -5.29208 4.46629
H -13.43673 -4.27518 3.65414
H -12.20910 -5.14441 2.71374
```

The highest occupied orbital energy is -9.3 eV. Its net charge is 0. As for the LUMO energy: 0.6 eV. The maximum force is 4.80 eV/Å. As for the HOMO-LUMO gap: 9.9 eV.